{
  "formula": "C8H8Si",
  "method": "ωB97M-V/def2-TZVPD",
  "symbols": ["Si", "C", "C", "C", "C", "C", "C", "C", "C", "H", "H", "H", "H", "H", "H", "H", "H"],
  "positions_angstrom": [[-1.8440, 0.9813, -0.0676], [-3.9968, -1.0710, -0.1667], [0.9491, 1.2403, 0.0048], [-0.0810, 0.3185, -0.1968], [1.5784, -1.4033, -0.6045], [2.3498, 0.8689, -0.1207], [-3.1379, -0.2448, -0.2236], [0.2654, -1.0695, -0.3759], [2.5407, -0.4339, -0.6384], [-4.6936, -1.8093, 0.1282], [-2.3833, 3.0441, 1.9990], [1.8775, -2.4017, -0.9532], [0.8157, 2.2874, 0.1507], [3.5857, -0.7345, -0.7365], [3.1007, 1.5743, -0.1283], [-0.5838, -1.7469, -0.1964], [-2.1803, 2.3138, -0.5197]],
  "atomic_forces_ev_per_a": [[0.713, -0.084, 0.931], [-0.751, -0.953, 0.540], [2.670, -0.687, -0.651], [0.154, -0.177, 0.490], [-0.687, -1.225, -1.159], [-4.626, -2.558, -1.750], [0.982, 0.995, -0.252], [-1.580, 1.571, 0.823], [2.293, 1.723, 2.149], [-0.367, -0.236, -0.282], [0.139, -0.543, -0.287], [-0.354, 0.271, 0.574], [-0.714, 0.606, 0.311], [-0.260, -0.071, -0.526], [1.503, 1.358, 0.354], [0.748, -0.164, -0.701], [0.139, 0.172, -0.564]],
  "homo_energy_ev": [-7.01, -9.52],
  "lumo_ev": [-0.66, -0.73],
  "de_lowest_kj_mol": 341.43,
  "gap_ev": [6.349, 8.798]
}

{
  "formula": "C9H24F5FeN9O23S3",
  "method": "ωB97M-V/def2-TZVPD",
  "symbols": ["Fe", "S", "S", "S", "F", "F", "F", "F", "F", "O", "O", "O", "O", "O", "O", "O", "O", "O", "O", "O", "O", "O", "O", "O", "O", "O", "O", "O", "O", "O", "O", "O", "N", "N", "N", "N", "N", "N", "N", "N", "N", "C", "C", "C", "C", "C", "C", "C", "C", "C", "H", "H", "H", "H", "H", "H", "H", "H", "H", "H", "H", "H", "H", "H", "H", "H", "H", "H", "H", "H", "H", "H", "H", "H"],
  "positions_angstrom": [[19.9386, -16.4181, -9.4470], [21.2698, -15.0590, -6.6672], [19.5380, -13.7227, -11.3364], [23.4875, -15.5980, -6.2621], [20.8115, -11.3814, -11.2890], [18.6486, -11.1761, -10.7932], [24.3821, -16.9554, -6.1258], [20.1426, -11.9758, -9.3366], [20.0479, -15.2809, -5.7679], [17.8681, -16.6320, -10.5231], [19.2127, -12.5724, -15.7975], [16.3634, -13.5111, -9.1035], [19.8192, -14.7152, -10.2978], [17.8673, -11.0069, -5.0925], [22.5103, -15.0887, -10.0787], [23.4323, -14.5175, -17.4040], [18.1826, -13.8212, -11.8871], [21.8378, -18.6489, -12.1538], [20.6526, -15.3928, -7.9136], [18.0520, -14.4689, -8.3340], [20.4211, -17.0686, -11.4966], [21.4068, -15.1770, -16.8087], [23.3296, -15.8197, -11.8920], [13.4014, -10.2987, -12.1454], [23.9516, -15.1762, -7.5996], [17.7146, -13.4740, -17.1538], [16.1426, -17.0828, -9.4564], [20.5242, -13.8943, -12.3750], [24.0184, -14.8138, -5.1827], [18.8623, -12.1682, -6.6547], [14.4084, -11.2898, -10.4584], [21.6188, -13.6776, -6.4586], [16.9514, -13.9880, -8.1722], [22.4653, -14.5206, -16.6202], [18.3350, -13.3764, -16.1244], [14.3437, -10.3796, -11.3413], [23.4278, -15.1686, -10.8606], [16.6722, -16.6736, -10.4461], [21.0389, -17.7181, -12.3482], [22.1787, -16.3484, -6.0288], [18.7356, -11.1601, -5.9455], [18.0680, -14.5275, -15.3108], [16.3007, -14.0265, -6.8200], [19.7768, -11.9268, -10.6272], [20.8192, -17.3745, -13.7860], [15.4981, -9.3875, -11.4531], [15.9296, -15.8252, -11.4461], [22.3928, -13.4927, -15.5364], [24.6573, -14.3074, -10.6714], [19.7291, -10.0634, -6.2546], [21.6577, -17.4752, -14.4751], [19.9525, -17.9364, -14.1343], [18.0764, -14.2344, -14.2610], [17.0824, -14.9097, -15.5766], [18.9017, -15.2199, -15.4273], [24.3646, -13.3017, -10.9731], [14.9788, -16.3568, -11.4069], [25.0210, -14.4508, -9.6539], [20.5180, -10.5277, -6.8465], [15.2373, -8.6220, -12.1840], [16.3500, -9.8839, -11.9179], [15.8718, -9.0710, -10.4793], [15.2901, -14.4030, -6.9783], [16.0069, -14.7887, -11.1180], [20.0942, -9.8205, -5.2567], [21.9510, -14.0647, -14.7205], [25.3952, -14.6666, -11.3887], [23.3719, -13.2137, -15.1470], [16.3587, -16.0191, -12.4291], [20.5746, -16.3172, -13.8886], [21.7802, -12.6364, -15.8187], [19.2031, -9.2641, -6.7766], [16.8388, -14.4371, -5.9656], [16.0022, -13.0149, -6.5450]],
  "atomic_forces_ev_per_a": [[0.178, 0.258, -0.158], [-1.032, 0.290, 4.115], [-1.847, 0.670, -1.371], [10.752, -0.771, 0.085], [-1.271, -0.519, 0.086], [1.793, -1.527, 0.198], [-0.568, 0.406, 0.021], [-0.947, -0.279, -1.190], [-0.933, -0.083, 0.880], [4.031, -0.324, -0.952], [-1.240, -0.499, -0.501], [-1.184, 0.624, -0.113], [-0.200, 1.341, -0.171], [1.295, -0.054, -1.071], [-0.159, 0.121, 0.890], [-1.938, -0.315, 2.126], [1.451, 0.269, 1.071], [-2.466, 2.652, 0.408], [-0.573, -1.371, -3.288], [0.927, -0.821, 0.773], [-0.072, -0.294, 0.340], [2.225, 0.825, 0.788], [0.548, 0.039, 0.270], [2.161, 0.237, 1.491], [-2.332, -0.378, 1.353], [0.260, 1.802, -1.019], [-1.168, -0.575, -0.219], [0.479, 0.127, -0.100], [-1.417, -0.062, -0.519], [-0.517, 0.763, 0.913], [0.318, 2.596, -2.110], [0.026, -1.931, -0.825], [0.217, -0.309, 0.497], [-0.463, 0.391, -3.044], [0.927, -0.370, -0.585], [-1.224, -1.965, 0.581], [-0.222, 0.178, -1.405], [-1.066, 1.954, 1.795], [3.014, -2.527, -0.913], [-4.174, 2.992, -2.243], [-0.624, -0.752, -0.838], [-0.102, -0.757, 2.534], [-1.369, 1.085, 0.134], [0.502, 0.954, 0.772], [-0.828, 1.329, -0.654], [0.120, -0.559, -0.604], [-0.626, -2.178, -0.324], [0.375, -1.041, 1.298], [0.121, -0.842, -0.393], [-0.143, -0.792, 0.937], [0.321, -0.848, 0.802], [0.157, -0.221, 0.144], [-0.030, 0.094, -0.012], [0.453, -0.191, -0.088], [-0.206, -0.088, -0.411], [-0.056, -0.013, 0.520], [-0.517, 1.066, -0.143], [-0.372, 0.404, 0.016], [-0.235, 0.179, 0.033], [-0.404, 0.152, 0.625], [-0.233, -0.598, 0.029], [-0.712, 0.126, -0.034], [0.300, -0.847, -0.111], [-0.259, -0.240, 0.091], [0.069, 0.642, -0.295], [-0.470, 0.411, 0.022], [-0.174, -0.079, 0.096], [0.130, 0.072, -0.784], [0.235, 0.294, 0.224], [-0.237, 0.017, 0.605], [0.049, -0.364, -0.269], [0.095, -0.036, 0.301], [0.372, -0.338, -0.842], [0.710, 0.401, -0.266]],
  "spin_multiplicity": 6,
  "homo_energy_ev": [-12.36, -12.36],
  "total_charge": 1,
  "lumo_ev": [-4.44, -9.23],
  "gap_ev": [7.924, 3.132]
}

Calculated max |F|, 5.57 10.78 eV Å⁻¹ (same order as the records).
Calculated total energy, -16296.8346 -150669.5382 eV (same order as the records).